The following is a quantum chemistry calculation of a structure of composition C52H110N2O20S10, from the OMol25 dataset.

Geometry as XYZ:
```
194
Properties=species:S:1:pos:R:3:forces:R:3
C -4.854 2.127 0.314 0.642 -0.353 0.642
C -4.703 3.203 1.398 -0.415 0.507 -0.369
N -3.894 4.351 0.979 -0.050 -0.307 -0.533
C -2.540 3.924 0.653 0.341 0.690 -0.049
C -1.805 4.951 -0.208 -0.362 -0.376 -0.139
C -3.913 5.411 1.975 0.828 0.246 1.159
C -5.291 5.984 2.247 -0.275 -0.817 -0.951
H -4.839 2.473 -0.718 -0.339 0.395 0.156
H -5.754 1.549 0.524 -0.011 -0.042 -0.207
H -4.001 1.445 0.388 -0.109 -0.218 -0.056
H -5.692 3.569 1.673 0.028 0.027 -0.152
H -4.312 2.756 2.328 0.200 -0.064 0.015
H -1.950 3.759 1.574 -0.037 -0.201 0.069
H -2.545 2.991 0.097 -0.331 -0.085 0.084
H -1.416 5.767 0.399 -0.017 0.164 -0.198
H -0.997 4.477 -0.770 0.159 -0.036 0.263
H -2.514 5.301 -0.960 0.066 0.345 0.114
H -3.283 6.280 1.757 0.192 -0.400 -0.802
H -3.424 4.997 2.879 -0.281 0.087 0.337
H -5.315 6.976 2.687 0.265 -0.076 0.264
H -5.893 5.274 2.811 -0.189 0.328 0.134
H -5.706 6.064 1.236 -0.410 0.145 0.226
C -3.893 0.662 -5.692 -0.220 -0.629 -0.338
C -2.602 1.485 -5.556 -1.823 0.441 1.143
N -2.023 1.363 -4.206 1.009 -0.984 -0.798
C -1.389 0.060 -3.991 0.449 0.482 0.830
C -0.432 -0.430 -5.064 -0.238 -0.074 0.224
C -2.864 1.718 -3.076 0.073 0.361 -0.058
C -3.368 3.143 -3.190 -0.359 0.479 0.269
H -4.543 0.973 -6.514 0.218 0.159 -0.061
H -4.518 0.666 -4.799 0.084 0.293 0.096
H -3.676 -0.396 -5.869 0.134 0.018 -0.036
H -1.939 1.216 -6.371 0.497 0.044 0.361
H -2.868 2.539 -5.661 0.126 0.021 -0.270
H -0.810 0.162 -3.072 0.046 0.133 -0.034
H -2.073 -0.763 -3.724 -0.421 0.082 -0.314
H 0.184 -1.171 -4.551 0.109 -0.173 -0.385
H -0.961 -0.893 -5.898 0.123 -0.081 -0.041
H 0.222 0.349 -5.458 -0.045 0.118 0.115
H -2.277 1.649 -2.154 0.355 -0.158 -0.181
H -3.690 1.010 -2.917 -0.195 -0.012 -0.064
H -3.655 3.597 -2.236 -0.105 -0.428 0.127
H -4.255 3.203 -3.822 0.179 0.176 -0.213
H -2.575 3.806 -3.540 -0.031 -0.153 -0.391
C 3.395 -0.173 -3.716 -0.172 -1.052 0.128
C 4.242 0.675 -4.651 0.416 0.620 0.152
C 5.297 -0.257 -5.252 -0.205 -0.483 0.715
S 5.916 -1.150 -3.782 -0.681 -0.359 -1.289
O 6.848 -0.280 -3.080 0.568 -0.953 -1.411
O 6.296 -2.498 -4.167 0.072 0.590 0.497
C 4.314 -1.089 -2.867 -1.978 -3.982 -2.740
H 2.792 -0.887 -4.282 -0.002 0.511 -0.034
H 2.702 0.390 -3.093 0.130 0.290 0.029
H 4.701 1.463 -4.046 0.320 0.050 -0.205
H 3.662 1.198 -5.410 -0.097 -0.223 -0.086
H 6.147 0.154 -5.788 -0.013 0.278 0.138
H 4.815 -1.019 -5.866 0.022 -0.048 -0.009
H 4.543 -0.795 -1.844 -2.690 -3.389 -2.424
H 3.906 -2.098 -2.838 0.215 -0.019 -0.661
C 1.363 2.805 3.250 0.334 0.970 0.847
C 0.183 3.600 3.844 -0.977 0.654 -0.862
C -0.943 2.617 4.266 1.619 -0.673 0.325
S 0.016 1.072 4.595 -0.570 -1.254 1.301
O -0.319 -0.032 3.710 0.057 0.512 -0.049
O -0.050 0.806 6.025 -0.143 0.241 -0.669
C 1.625 1.618 4.196 0.356 1.146 -1.078
H 2.243 3.447 3.239 0.089 -0.047 -0.081
H 1.173 2.546 2.210 0.016 0.126 0.994
H -0.221 4.256 3.065 -0.067 -0.210 -0.190
H 0.450 4.355 4.584 0.211 -0.644 0.584
H -1.680 2.445 3.486 -0.036 -0.069 0.025
H -1.379 2.750 5.252 -0.263 0.463 -0.169
H 2.195 0.837 3.698 -0.059 -0.175 0.243
H 2.106 1.962 5.108 0.020 -0.119 0.051
C -2.855 -5.258 4.327 0.035 -0.483 -0.047
C -1.542 -4.506 4.572 0.169 -0.495 0.474
C -0.932 -4.075 3.250 -0.669 1.662 -0.860
S -2.208 -4.293 1.949 -1.718 -0.893 0.999
O -2.036 -5.540 1.235 0.645 0.538 -0.272
O -2.526 -3.055 1.255 0.731 -0.499 -0.012
C -3.548 -4.619 3.142 0.360 0.646 -0.137
H -3.475 -5.251 5.222 -0.056 0.011 -0.049
H -2.654 -6.302 4.075 0.046 -0.007 0.074
H -0.824 -5.091 5.149 -0.140 -0.181 -0.042
H -1.753 -3.632 5.192 0.035 0.133 -0.184
H 0.022 -4.457 2.902 -0.061 -0.285 0.145
H -0.907 -2.982 3.289 0.613 -0.005 -0.264
H -4.304 -5.244 2.674 0.083 0.013 -0.170
H -3.976 -3.640 3.365 -0.130 -0.082 0.127
C 1.388 7.007 0.910 -0.034 -0.309 0.649
C 2.886 7.190 1.263 -0.766 -0.547 -0.494
C 3.538 5.803 1.049 -0.410 0.806 -0.380
S 2.599 5.053 -0.351 0.411 1.867 0.204
O 1.880 3.868 0.061 0.310 -0.161 -0.135
O 3.441 5.088 -1.532 -0.411 -0.643 0.480
C 1.384 6.423 -0.472 1.252 -0.632 -0.584
H 0.824 7.935 0.990 -0.045 -0.028 -0.031
H 0.942 6.247 1.563 -0.090 0.286 0.301
H 3.048 7.540 2.278 -0.021 0.040 0.014
H 3.272 7.925 0.555 0.281 0.007 0.124
H 3.438 5.221 1.960 0.177 -0.378 -0.213
H 4.561 5.933 0.712 0.107 -0.531 0.141
H 0.498 5.948 -0.884 -0.147 0.423 0.121
H 1.879 7.114 -1.158 -0.373 -0.046 -0.286
C -3.241 -3.483 -2.550 -0.837 0.550 1.181
C -3.889 -3.212 -3.911 0.134 -0.436 -0.015
C -5.055 -4.181 -4.176 0.578 -1.098 -0.295
S -4.848 -5.574 -3.010 0.334 -0.081 0.272
O -4.719 -6.830 -3.728 0.120 0.834 0.277
O -5.836 -5.494 -1.958 0.230 0.197 -0.131
C -3.236 -4.989 -2.354 0.541 -0.220 -0.405
H -3.781 -3.029 -1.711 -0.384 -0.025 -0.230
H -2.272 -2.986 -2.469 0.261 -0.455 -0.278
H -3.111 -3.508 -4.619 -0.074 0.479 -0.293
H -4.159 -2.168 -4.050 0.024 0.006 -0.074
H -4.869 -4.710 -5.111 -0.219 0.235 -0.169
H -6.089 -3.850 -4.188 0.084 0.283 0.429
H -2.409 -5.399 -2.940 -0.351 -0.354 -0.264
H -3.088 -5.351 -1.338 -0.335 0.145 0.102
C 2.258 -5.439 -1.752 1.031 -0.474 0.341
C 3.689 -4.831 -1.634 -1.255 1.383 -0.736
C 4.166 -4.635 -3.070 0.698 -1.425 -0.313
S 2.736 -4.266 -4.107 -0.578 0.252 0.113
O 2.656 -5.205 -5.215 0.142 0.589 0.851
O 2.620 -2.841 -4.386 0.025 -1.059 -0.290
C 1.493 -4.668 -2.833 0.469 -0.629 -0.117
H 1.772 -5.422 -0.777 -0.253 0.154 -0.106
H 2.420 -6.492 -1.995 -0.421 -0.025 -0.294
H 4.399 -5.414 -1.055 -0.093 -0.092 0.062
H 3.555 -3.837 -1.196 0.327 -0.052 0.299
H 4.477 -5.620 -3.436 -0.113 0.013 -0.159
H 5.041 -4.010 -3.247 -0.424 0.438 0.026
H 0.758 -5.266 -3.368 -0.131 -0.009 0.173
H 1.044 -3.762 -2.431 0.138 0.187 -0.204
C 5.215 0.311 -1.258 2.263 3.613 2.424
C 6.622 0.494 -0.644 -0.910 0.216 0.565
C 6.317 0.799 0.815 -0.281 0.310 0.726
S 4.823 1.849 0.812 1.332 -0.965 -0.533
O 5.238 3.182 1.188 -0.645 0.210 -0.312
O 3.802 1.172 1.586 -0.498 0.501 0.350
C 4.415 1.551 -0.961 0.400 1.267 0.971
H 4.773 -0.563 -0.763 0.530 1.159 1.300
H 5.191 0.039 -2.314 1.937 4.156 2.346
H 7.121 1.330 -1.134 0.210 -0.181 -0.013
H 7.183 -0.433 -0.730 0.158 0.209 -0.091
H 7.044 1.328 1.429 0.198 0.180 -0.366
H 6.068 -0.098 1.384 -0.094 0.037 -0.240
H 4.793 2.413 -1.515 -0.030 0.008 -0.037
H 3.329 1.539 -1.016 0.179 -0.147 -0.091
C -3.130 -0.686 3.569 -0.526 -0.491 -0.007
C -3.194 -0.424 5.056 1.403 0.957 0.720
C -4.444 -1.019 5.676 -0.532 0.802 -1.352
S -5.696 -0.823 4.298 1.199 0.080 0.658
O -6.511 0.318 4.667 -0.013 -0.546 -0.527
O -6.241 -2.124 3.990 -0.238 0.286 -0.081
C -4.488 -0.331 2.987 -0.161 -0.136 0.386
H -2.938 -1.752 3.461 0.039 -0.090 -0.464
H -2.339 -0.140 3.064 -0.084 -0.088 0.154
H -3.112 0.660 5.202 -0.683 0.105 0.133
H -2.273 -0.725 5.562 -0.137 -0.502 -0.066
H -4.827 -0.392 6.475 -0.072 -0.299 0.191
H -4.367 -2.071 5.934 -0.039 -0.026 -0.007
H -4.599 0.745 2.867 -0.069 0.030 0.082
H -4.646 -0.821 2.029 -0.459 -0.175 0.163
C -0.631 0.977 0.630 -0.203 -0.653 -0.456
C 0.863 1.029 0.867 0.779 0.339 -0.341
C 1.538 0.137 -0.164 -0.410 -0.668 -0.273
S 0.439 -1.282 -0.390 0.351 0.301 1.372
O 0.937 -2.446 0.341 -0.273 0.465 -0.247
O 0.188 -1.445 -1.801 -0.342 -0.159 -0.038
C -0.959 -0.499 0.523 -0.187 -0.939 -0.605
H -0.870 1.483 -0.311 0.015 0.088 0.056
H -1.213 1.437 1.428 0.063 0.025 0.019
H 1.150 0.710 1.871 -0.284 -0.271 -0.343
H 1.196 2.064 0.746 0.183 -0.624 -0.385
H 2.507 -0.278 0.112 -0.018 0.218 0.018
H 1.559 0.589 -1.156 0.074 0.079 0.054
H -1.027 -0.947 1.513 0.215 -0.211 -0.151
H -1.829 -0.806 -0.060 -0.200 0.281 0.143
C 2.609 -2.391 3.253 0.099 -1.026 -0.526
C 3.209 -3.826 3.179 -1.111 0.653 1.234
C 3.817 -3.939 1.785 0.341 0.155 0.823
S 4.852 -2.440 1.665 -1.961 -1.130 0.783
O 4.702 -2.003 0.287 0.548 -0.174 0.636
O 6.140 -2.615 2.305 -0.315 0.230 -0.733
C 3.778 -1.529 2.859 0.419 0.798 -0.325
H 2.252 -2.059 4.229 0.100 -0.386 0.161
H 1.743 -2.382 2.588 0.241 0.506 -0.248
H 2.408 -4.527 3.423 0.190 -0.342 -0.470
H 3.891 -3.872 4.032 0.532 -0.427 -0.446
H 3.040 -3.801 1.033 0.019 -0.052 -0.050
H 4.398 -4.840 1.606 0.135 0.065 -0.043
H 3.486 -0.538 2.508 0.477 -0.274 -0.152
H 4.460 -1.461 3.708 -0.053 0.291 0.041
```
Positions in Å, forces in eV/Å.

Properties
Electronic energy ... -207981.631 eV
Max |F| ... 5.22 eV/Å
Frontier orbital gap ... 8.25 eV
Lowest unoccupied orbital energy ... -0.003 hartree
Energy above the lowest of the compared OMol25 structures with the same formula, charge and spin ... 78.2 kcal/mol